{"formula": "C43H41AsN4NiOS", "method": "ωB97M-V/def2-TZVPD", "de_lowest_kcal_mol": 51.2, "e_lumo_ev": [-0.76, -0.76], "spin_multiplicity": 1, "homo_lumo_gap_ev": [6.01, 6.00], "symbols": ["Ni", "N", "C", "S", "N", "N", "C", "C", "C", "C", "C", "C", "C", "C", "C", "C", "C", "C", "N", "H", "H", "H", "H", "H", "H", "H", "H", "H", "H", "H", "C", "C", "C", "C", "C", "C", "As", "C", "C", "C", "C", "C", "C", "C", "C", "C", "C", "C", "C", "H", "H", "H", "H", "H", "H", "H", "H", "H", "H", "H", "H", "H", "C", "C", "C", "C", "C", "C", "C", "C", "C", "C", "C", "C", "O", "H", "H", "H", "H", "H", "H", "H", "H", "H", "H", "H", "H", "H", "H", "H", "H", "H"], "positions_angstrom": [[0.680, -0.325, -0.234], [2.249, 3.113, -3.100], [2.476, 2.016, -2.314], [3.644, 2.095, -1.095], [1.748, 0.973, -2.676], [1.690, -0.121, -1.888], [2.246, -1.214, -2.316], [3.120, -1.284, -3.509], [4.289, -0.531, -3.567], [5.107, -0.620, -4.681], [4.768, -1.452, -5.739], [3.599, -2.196, -5.687], [2.778, -2.113, -4.573], [1.918, -2.417, -1.553], [2.534, -3.643, -1.771], [2.143, -4.732, -1.020], [1.143, -4.570, -0.073], [0.591, -3.315, 0.103], [0.964, -2.248, -0.614], [2.952, 3.831, -3.076], [1.712, 2.984, -3.941], [4.541, 0.126, -2.744], [6.011, -0.028, -4.723], [5.413, -1.521, -6.604], [3.322, -2.837, -6.513], [1.857, -2.682, -4.537], [3.312, -3.721, -2.516], [2.612, -5.694, -1.171], [0.793, -5.392, 0.533], [-0.174, -3.170, 0.847], [-3.529, -4.784, 3.155], [-2.517, -4.083, 3.796], [-1.942, -2.982, 3.182], [-2.386, -2.565, 1.930], [-3.389, -3.276, 1.285], [-3.959, -4.383, 1.900], [-1.542, -0.965, 1.177], [-2.558, 0.365, 2.140], [-2.323, 0.831, 3.421], [-3.189, 1.770, 3.966], [-4.274, 2.227, 3.230], [-4.501, 1.764, 1.944], [-3.637, 0.832, 1.384], [-3.714, 0.303, 0.007], [-4.633, 0.682, -0.963], [-4.552, 0.140, -2.237], [-3.555, -0.772, -2.559], [-2.630, -1.155, -1.597], [-2.724, -0.628, -0.320], [-3.982, -5.641, 3.635], [-2.175, -4.396, 4.773], [-1.148, -2.442, 3.688], [-3.739, -2.964, 0.309], [-4.745, -4.930, 1.396], [-1.468, 0.487, 3.988], [-3.012, 2.149, 4.963], [-4.940, 2.963, 3.659], [-5.339, 2.145, 1.376], [-5.403, 1.407, -0.736], [-5.266, 0.442, -2.991], [-3.492, -1.174, -3.561], [-1.839, -1.852, -1.852], [-0.749, 2.699, -1.507], [-0.592, 3.691, -0.352], [-1.854, 3.721, 0.514], [0.616, 3.515, 0.547], [1.260, 4.663, 0.991], [2.282, 4.608, 1.921], [2.659, 3.372, 2.425], [2.057, 2.195, 1.999], [2.520, 0.902, 2.664], [1.442, 0.348, 3.598], [3.024, -0.169, 1.695], [1.033, 2.278, 1.038], [0.347, 1.188, 0.651], [-1.561, 3.035, -2.156], [-1.000, 1.698, -1.147], [0.161, 2.635, -2.110], [-0.475, 4.682, -0.805], [-1.966, 2.770, 1.033], [-2.745, 3.885, -0.096], [-1.800, 4.508, 1.266], [0.937, 5.621, 0.602], [2.767, 5.513, 2.261], [3.449, 3.312, 3.163], [3.380, 1.180, 3.283], [0.541, 0.105, 3.023], [1.172, 1.079, 4.361], [1.787, -0.560, 4.099], [2.165, -0.530, 1.113], [3.478, -1.015, 2.213], [3.729, 0.246, 0.979]]}